1.
82
Properties=species:S:1:pos:R:3:lowdin_charge:R:1 method="wB97M-V/def2-TZVPD" spin_multiplicity=1 total_charge=+1 homo_ev=-10.8845 e_above_lowest_kj_mol=77.4 lumo_ha=-0.189 homo_lumo_gap_ev=5.747
C -6.060 3.825 -4.197 -0.02
O -5.906 2.571 -3.474 -0.03
C -4.675 2.264 -2.981 -0.20
C -4.560 1.228 -2.015 0.04
C -3.364 1.024 -1.368 0.03
C -2.182 1.767 -1.709 -0.16
C -0.891 1.457 -1.189 0.12
C 0.301 1.991 -1.836 -0.23
C 0.912 1.213 -2.857 -0.03
C 1.964 1.691 -3.596 0.03
C 2.463 2.994 -3.346 -0.25
O 3.530 3.381 -4.092 -0.08
C 4.061 4.714 -3.935 -0.05
C 1.831 3.822 -2.382 0.00
C 0.797 3.305 -1.621 -0.04
C -2.332 2.789 -2.703 0.05
C -3.520 2.991 -3.372 0.02
H -7.135 3.931 -4.339 0.10
H -5.668 4.670 -3.613 0.11
H -5.555 3.775 -5.173 0.10
H -5.428 0.612 -1.802 0.13
H -3.304 0.235 -0.619 0.12
H -0.778 0.588 -0.536 0.12
H 0.490 0.242 -3.101 0.10
H 2.416 1.093 -4.386 0.13
H 4.990 4.697 -4.513 0.10
H 3.361 5.454 -4.356 0.10
H 4.267 4.946 -2.879 0.09
H 2.131 4.863 -2.250 0.11
H 0.335 3.923 -0.849 0.12
H -1.456 3.366 -2.979 0.13
H -3.561 3.695 -4.200 0.12
C 1.377 -2.125 -1.888 -0.14
Si 2.118 -2.298 -0.187 0.40
C 2.448 -4.071 0.274 -0.14
C 3.668 -1.278 0.019 -0.15
O 0.930 -1.676 0.784 -0.17
C 0.417 -1.626 2.100 -0.34
C -0.773 -2.584 2.258 -0.18
C -1.369 -3.142 1.134 -0.03
C -2.425 -4.048 1.284 -0.07
C -2.892 -4.382 2.555 -0.08
C -2.307 -3.811 3.690 -0.06
C -1.250 -2.910 3.542 -0.05
C 1.549 -2.004 3.067 -0.15
C 1.655 -3.311 3.568 -0.04
C 2.772 -3.691 4.321 -0.06
C 3.822 -2.789 4.500 -0.08
C 3.732 -1.500 3.972 -0.07
C 2.585 -1.093 3.281 -0.04
C -0.127 -0.186 2.336 -0.26
C -1.658 0.057 2.217 -0.12
C -1.779 1.581 2.091 -0.15
C -0.346 2.061 1.804 -0.19
N 0.355 0.828 1.432 -0.03
H 2.145 -2.172 -2.675 0.05
H 0.631 -2.906 -2.079 0.04
H 0.870 -1.158 -1.956 -0.01
H 2.972 -4.591 -0.544 0.04
H 3.075 -4.130 1.174 0.03
H 1.507 -4.603 0.472 0.04
H 4.321 -1.368 -0.865 0.04
H 3.421 -0.217 0.153 0.03
H 4.232 -1.617 0.898 0.03
H -0.997 -2.881 0.140 0.11
H -2.864 -4.491 0.390 0.10
H -3.709 -5.098 2.671 0.11
H -2.670 -4.068 4.686 0.11
H -0.766 -2.488 4.424 0.13
H 0.873 -4.051 3.379 0.12
H 2.815 -4.696 4.746 0.11
H 4.720 -3.105 5.034 0.11
H 4.559 -0.799 4.089 0.11
H 2.502 -0.081 2.880 0.11
H 0.128 0.078 3.388 0.16
H -1.991 -0.424 1.278 0.10
H -2.233 -0.385 3.045 0.12
H -2.456 1.825 1.268 0.08
H -2.194 2.064 2.988 0.12
H -0.314 2.784 0.980 0.08
H 0.080 2.537 2.713 0.13
H 1.370 0.923 1.434 0.11

=====

2.
12
Properties=species:S:1:pos:R:3:lowdin_charge:R:1 method="wB97M-V/def2-TZVPD" spin_multiplicity=1 homo_ev=-9.6142 e_above_lowest_kj_mol=359.4 lumo_ha=0.024 homo_lumo_gap_ev=10.278
C 0.317 -1.201 -2.167 0.04
C 0.904 -0.353 -1.037 -0.52
C 0.031 0.762 0.913 -0.18
H -0.597 -0.853 -2.552 0.07
H 1.075 -1.311 -2.865 0.06
H 0.101 -2.281 -1.900 0.11
H 0.936 1.337 0.839 0.13
H -2.329 0.095 2.780 0.21
N -0.828 0.841 1.867 -0.03
O 1.957 0.142 -1.003 0.16
O -0.060 -0.046 -0.153 0.06
O -2.010 0.139 1.702 -0.11

=====

3.
190
Properties=species:S:1:pos:R:3:lowdin_charge:R:1 method="wB97M-V/def2-TZVPD" spin_multiplicity=1 homo_ev=-7.3545 lumo_ha=0.008 homo_lumo_gap_ev=7.568
C 1.023 -0.191 -4.146 -0.05
C 1.757 0.721 -3.141 -0.21
C 2.489 1.940 -3.810 -0.15
O 3.093 2.822 -2.851 -0.18
C 3.802 3.881 -3.413 -0.12
N 0.695 1.262 -2.133 0.23
H 0.063 1.868 -2.637 0.08
H 0.236 0.521 -1.623 0.05
H 1.034 1.907 -1.434 0.11
H 0.238 0.350 -4.674 0.05
H 0.576 -1.098 -3.738 0.06
H 1.711 -0.694 -4.825 0.08
H 2.412 0.123 -2.508 0.14
H 1.728 2.551 -4.296 0.12
H 3.129 1.450 -4.543 0.13
H 4.277 4.540 -2.686 0.09
H 3.058 4.515 -3.896 0.08
H 4.506 3.588 -4.192 0.09
C -2.440 -1.045 -2.539 -0.56
F -1.640 -0.299 -3.284 0.13
F -3.717 -0.798 -2.992 0.10
F -2.201 -2.377 -2.566 0.12
S -2.255 -0.436 -0.684 0.70
O -2.625 0.952 -0.652 -0.29
O -3.046 -1.394 0.031 -0.27
N -0.538 -0.627 -0.504 -0.34
S -0.355 -0.932 1.000 0.56
O -1.066 -0.037 1.886 -0.31
O -0.392 -2.344 1.348 -0.27
C 1.440 -0.270 1.347 -0.63
F 1.850 0.542 0.340 0.10
F 1.466 0.403 2.450 0.16
F 2.309 -1.286 1.372 0.12
N -0.866 2.992 0.451 0.06
C -0.543 3.862 -0.566 -0.15
C 0.698 4.406 -0.334 -0.11
C 1.153 3.730 0.753 -0.15
C 0.197 2.929 1.314 -0.11
H -1.710 2.438 0.422 0.11
H -1.307 4.038 -1.308 0.08
H 1.265 5.155 -0.867 0.10
H 2.082 3.949 1.259 0.07
H 0.315 2.311 2.193 0.10
N -1.692 1.104 4.837 0.03
C -1.867 2.410 5.162 -0.16
C -1.006 2.733 6.173 -0.15
C -0.467 1.554 6.676 -0.14
C -0.826 0.536 5.805 -0.09
H -2.127 0.601 4.077 0.13
H -2.532 3.037 4.587 0.10
H -0.703 3.663 6.630 0.08
H 0.272 1.401 7.448 0.10
H -0.523 -0.501 5.811 0.08
N 1.831 -2.740 4.538 0.03
C 1.984 -1.870 5.601 -0.15
C 1.250 -2.283 6.668 -0.13
C 0.545 -3.393 6.193 -0.14
C 0.924 -3.692 4.895 -0.12
H 2.349 -2.670 3.673 0.10
H 2.692 -1.057 5.539 0.08
H 1.127 -1.822 7.637 0.10
H -0.238 -3.954 6.681 0.09
H 0.480 -4.349 4.161 0.11
N 1.124 -2.744 -1.589 0.03
C 0.721 -3.842 -2.291 -0.15
C 1.792 -4.718 -2.609 -0.08
C 2.943 -4.079 -2.045 -0.10
C 2.501 -2.920 -1.354 -0.12
H 0.537 -2.033 -1.176 0.05
H -0.326 -4.007 -2.496 0.09
H 1.782 -5.649 -3.157 0.09
H 3.972 -4.396 -2.136 0.08
H 3.085 -2.204 -0.794 0.07
O -3.728 -8.013 -0.854 -0.29
P -4.467 -6.780 -0.553 0.60
N -3.495 -5.612 0.289 -0.31
C -4.064 -4.604 1.083 -0.16
C -2.006 -5.686 0.328 -0.07
N -5.771 -6.880 0.563 -0.32
C -5.555 -7.511 1.873 -0.12
C -7.095 -7.308 0.028 -0.10
N -5.068 -6.016 -1.985 -0.29
C -4.925 -6.845 -3.224 -0.11
C -5.531 -4.628 -2.113 -0.10
H -3.513 -3.672 0.960 0.07
H -4.148 -4.806 2.151 0.08
H -5.054 -4.508 0.637 0.06
H -1.611 -6.425 -0.369 0.07
H -1.714 -5.843 1.366 0.09
H -1.535 -4.830 -0.156 0.06
H -5.538 -8.585 1.687 0.08
H -4.637 -7.217 2.380 0.08
H -6.369 -7.252 2.550 0.08
H -7.917 -7.209 0.738 0.08
H -7.337 -6.769 -0.888 0.07
H -6.937 -8.377 -0.119 0.08
H -5.688 -6.643 -3.975 0.08
H -3.894 -6.710 -3.553 0.07
H -4.914 -7.919 -3.035 0.06
H -4.787 -4.022 -1.598 0.07
H -6.525 -4.387 -1.735 0.08
H -5.525 -4.349 -3.167 0.05
O 4.550 3.157 7.310 -0.31
P 4.227 4.042 6.121 0.63
N 5.646 4.776 5.505 -0.33
C 6.081 6.113 5.958 -0.09
C 6.678 3.908 5.078 -0.15
N 3.138 5.290 6.530 -0.31
C 2.696 6.315 5.587 -0.13
C 2.075 4.866 7.429 -0.12
N 3.451 3.324 4.758 -0.28
C 2.645 2.119 4.891 -0.11
C 3.463 4.004 3.445 -0.11
H 6.584 6.083 6.924 0.08
H 5.305 6.878 5.956 0.06
H 6.793 6.383 5.178 0.08
H 7.215 3.548 5.955 0.08
H 7.454 4.377 4.473 0.08
H 6.286 3.014 4.592 0.07
H 2.397 7.238 6.085 0.09
H 3.420 6.536 4.803 0.07
H 1.883 5.880 5.005 0.07
H 1.311 5.600 7.683 0.09
H 1.458 4.132 6.912 0.05
H 2.516 4.364 8.291 0.08
H 2.881 1.457 4.058 0.06
H 2.860 1.633 5.842 0.08
H 1.582 2.314 4.746 0.07
H 4.403 4.554 3.408 0.07
H 2.635 4.695 3.291 0.06
H 3.482 3.284 2.627 0.07
O -1.167 2.963 -3.700 -0.28
P -2.204 3.482 -4.594 0.61
N -1.865 5.000 -5.167 -0.30
C -2.727 5.605 -6.216 -0.10
C -1.032 5.918 -4.360 -0.09
N -3.816 3.528 -3.936 -0.27
C -4.947 4.244 -4.530 -0.10
C -3.978 3.330 -2.488 -0.12
N -2.281 2.597 -6.096 -0.28
C -1.072 2.166 -6.871 -0.06
C -3.447 1.834 -6.405 -0.16
H -3.379 4.873 -6.692 0.07
H -2.135 6.117 -6.975 0.08
H -3.279 6.430 -5.765 0.07
H -0.287 5.302 -3.856 0.06
H -1.544 6.171 -3.432 0.07
H -0.753 6.860 -4.833 0.09
H -5.875 4.117 -3.973 0.09
H -4.687 5.301 -4.488 0.07
H -5.043 3.949 -5.575 0.05
H -4.187 4.251 -1.945 0.08
H -4.753 2.629 -2.180 0.09
H -3.057 2.989 -2.014 0.03
H -0.573 1.445 -6.225 0.04
H -1.355 1.596 -7.756 0.08
H -0.339 2.960 -7.014 0.08
H -3.782 1.110 -5.663 0.08
H -3.374 1.215 -7.300 0.08
H -4.250 2.507 -6.704 0.06
C -4.277 -3.852 -5.552 -0.05
C -3.198 -2.933 -6.187 -0.18
O -1.893 -3.549 -6.112 0.04
C -0.812 -2.784 -6.295 -0.53
O -0.668 -1.552 -6.255 0.08
O 0.216 -3.611 -6.501 0.00
C 1.473 -3.175 -6.614 -0.09
H -5.254 -3.374 -5.628 0.08
H -4.001 -4.081 -4.523 0.05
H -4.355 -4.779 -6.120 0.08
H -3.201 -2.069 -5.522 0.10
H -3.343 -2.670 -7.235 0.13
H 1.733 -2.725 -5.656 0.08
H 1.506 -2.465 -7.440 0.10
H 2.212 -3.943 -6.843 0.10
C 6.593 -0.102 6.233 -0.04
C 5.526 -0.862 5.456 -0.22
O 5.989 -1.079 4.155 0.04
C 5.319 -1.797 3.247 -0.49
O 4.156 -2.182 3.299 0.09
O 6.137 -2.093 2.193 0.01
C 5.514 -2.781 1.171 -0.08
H 7.539 -0.617 6.403 0.08
H 6.197 0.105 7.227 0.08
H 6.720 0.882 5.782 0.06
H 4.724 -0.135 5.321 0.10
H 5.195 -1.774 5.953 0.14
H 4.607 -2.284 0.826 0.07
H 5.337 -3.831 1.402 0.11
H 6.225 -2.885 0.352 0.10